(1)
Below is a molecular structure, C41H25CoF15GeNO2PS at a distorted geometry, with properties calculated with ωB97M-V with the def2-TZVPD basis set.

Summary:
**Energy above the lowest of the compared OMol25 structures with the same formula, charge and spin**: 71.9 kcal/mol
**<S²>**: 0.7916
**2S+1**: 2
**Gap between HOMO and LUMO (spin up / spin down)**: 7.44 / 6.42 eV

```
88
Properties=species:S:1:pos:R:3:forces:R:3:mulliken_charge:R:1
Co -0.5746 -0.1094 -0.8564 -0.6171 -0.7836 -0.9296 -0.08
O -1.3362 -1.3125 1.3695 0.0484 0.1264 -0.0405 -0.57
N -0.6955 -1.7380 0.1840 0.5170 -0.3032 0.6815 -0.19
C -1.5721 -2.1648 -0.6898 0.3322 0.6281 -0.6186 -1.11
C -1.1034 -2.8838 -1.9017 -0.0572 -0.0234 0.1749 0.86
C -1.9072 -3.8994 -2.4065 0.0165 -0.0284 0.0000 -0.91
C -1.5037 -4.6450 -3.5048 0.0262 -0.0055 0.0149 -0.65
C -0.2966 -4.3692 -4.1269 0.0298 -0.0613 0.0645 -0.92
C 0.5059 -3.3408 -3.6484 0.0085 -0.0359 0.0584 -0.54
C 0.1216 -2.6032 -2.5367 -0.0097 -0.0724 -0.0813 0.01
P 1.0518 -1.1773 -1.9177 -0.4100 -0.1096 0.4121 2.20
C 2.1204 -0.6007 -3.2563 -0.1019 0.2800 -0.0594 0.78
C 3.3400 -1.1992 -3.5700 -0.0091 -0.0410 0.0284 -0.26
C 4.0984 -0.7125 -4.6249 -0.0388 -0.0104 0.0154 -0.72
C 3.6434 0.3703 -5.3672 -0.0282 0.0160 0.0239 -0.69
C 2.4382 0.9809 -5.0483 0.0455 -0.0103 0.0635 -0.92
C 1.6808 0.5024 -3.9880 0.0949 -0.0247 0.1231 -0.35
C 2.1840 -1.8199 -0.6626 0.0008 -0.1078 -0.1493 -0.41
C 2.7283 -0.7676 0.2554 -0.0182 0.1782 -0.1081 1.07
C 3.4563 -1.3369 1.4311 -0.0153 -0.0132 0.1162 -0.98
C 3.6958 -2.6623 1.5666 -0.0564 -0.0562 -0.1132 -0.80
C 3.2336 -3.5932 0.6034 0.0058 0.1143 0.0035 -0.95
C 2.4587 -3.1400 -0.4843 0.0036 -0.0463 0.0185 -0.15
H -0.5799 -1.0521 1.9142 -0.0865 -0.0253 -0.0054 0.39
H -2.6152 -2.2395 -0.4004 -0.0937 0.0585 -0.0673 0.45
H -2.8600 -4.1045 -1.9322 0.0158 -0.0100 -0.0090 0.48
H -2.1436 -5.4295 -3.8865 -0.0009 0.0083 -0.0032 0.39
H 0.0108 -4.9370 -4.9955 -0.0030 0.0096 -0.0095 0.45
H 1.4314 -3.0985 -4.1571 0.0065 -0.0021 -0.0057 0.48
H 3.6956 -2.0415 -2.9875 0.0046 0.0002 0.0024 0.45
H 5.0449 -1.1778 -4.8690 -0.0129 -0.0055 0.0063 0.43
H 4.2347 0.7417 -6.1945 -0.0009 0.0054 0.0082 0.39
H 2.0853 1.8278 -5.6225 0.0022 -0.0210 0.0176 0.47
H 0.7487 0.9857 -3.7140 0.1626 -0.0325 0.0638 0.73
H 3.4314 -0.1524 -0.3335 0.0100 0.0005 0.0644 0.27
H 3.8054 -0.6414 2.1825 -0.0143 -0.0507 -0.0333 0.31
H 4.2391 -3.0194 2.4323 0.0022 -0.0122 -0.0083 0.42
H 3.4377 -4.6479 0.7217 -0.0144 0.0034 -0.0002 0.43
H 2.0422 -3.8673 -1.1719 -0.0084 -0.0090 0.0011 0.45
F -4.2934 -0.0791 -0.6239 0.0482 -0.0137 -0.0600 -0.35
C -5.1053 -0.3318 -1.6569 0.0330 0.0599 0.1080 -0.24
C -4.7435 -0.0033 -2.9519 0.1084 -0.0870 0.1815 0.15
C -5.6616 -0.3102 -3.9398 -0.0961 -0.0419 -0.0246 0.66
F -5.3715 -0.0579 -5.2267 0.0673 0.0505 0.0152 -0.40
C -6.8785 -0.9091 -3.6762 -0.0308 0.0081 -0.0494 0.16
F -7.7337 -1.1969 -4.6579 0.0222 0.0095 -0.0102 -0.30
C -7.2031 -1.2240 -2.3692 -0.0665 -0.0299 0.0679 0.72
F -8.3680 -1.8038 -2.0911 0.0406 0.0221 -0.0238 -0.30
C -6.3133 -0.9346 -1.3518 -0.0762 -0.0305 0.0002 0.09
F -6.6276 -1.2383 -0.0910 0.0191 0.0129 -0.0358 -0.31
Ge -3.0284 0.8339 -3.4598 -0.2009 -0.1823 -0.2086 0.78
S -1.6987 1.5218 -1.9347 0.5958 0.3154 0.4681 -0.71
C -3.6795 2.4088 -4.4641 -0.0897 0.0770 0.1926 -0.52
C -4.3167 3.3957 -3.7244 -0.0639 0.0681 -0.0702 0.27
F -4.5008 3.2421 -2.4065 0.0859 -0.1057 0.0272 -0.31
C -4.8207 4.5533 -4.2881 0.0063 0.0138 -0.0293 -0.04
F -5.4267 5.4762 -3.5404 0.0097 -0.0184 -0.0021 -0.29
C -4.6989 4.7439 -5.6525 -0.0345 0.0740 0.0009 0.75
F -5.1753 5.8502 -6.2186 0.0166 -0.0384 0.0184 -0.31
C -4.0918 3.7746 -6.4271 0.0000 0.0058 -0.0723 0.09
F -3.9897 3.9508 -7.7460 0.0036 -0.0151 0.0194 -0.30
C -3.6048 2.6271 -5.8261 0.0716 -0.0329 -0.1064 0.52
F -3.0564 1.7147 -6.6437 -0.0371 0.0179 0.0292 -0.29
C -2.1624 -0.3886 -4.7441 0.0268 0.0701 -0.0727 0.02
C -2.5577 -1.6836 -5.0242 -0.0431 -0.0825 -0.0623 0.46
F -3.6033 -2.2448 -4.3960 0.0587 0.0363 0.0213 -0.49
C -1.9275 -2.4645 -5.9789 -0.0045 0.0109 -0.0140 0.45
F -2.3470 -3.7063 -6.2334 -0.0380 0.0543 -0.0608 -0.43
C -0.8489 -1.9521 -6.6727 -0.0219 0.0033 -0.0428 0.68
F -0.2238 -2.6991 -7.5801 0.0093 0.0004 0.0302 -0.37
C -0.4251 -0.6577 -6.4259 0.0253 -0.0722 -0.0050 0.45
F 0.6022 -0.1533 -7.1104 -0.0492 -0.0193 -0.0502 -0.39
C -1.0888 0.0924 -5.4766 0.0411 -0.0914 0.0211 -0.11
F -0.6638 1.3519 -5.2929 -0.2797 0.1281 -0.1298 -0.60
C 0.6262 2.0410 1.4176 -0.0184 0.0535 -0.0110 -1.49
C 1.8879 1.5016 0.7684 0.0762 0.1090 -0.1527 1.85
C 2.0837 2.1079 -0.6196 -0.0085 0.0108 -0.0151 -1.29
C 3.0950 1.7991 1.6499 -0.0146 0.0713 0.0743 -2.14
O 1.6293 0.0822 0.6440 0.1088 -0.0223 0.2861 -0.01
H 0.6877 3.1249 1.5201 -0.0237 -0.0054 0.0016 0.42
H 0.4898 1.6036 2.4074 -0.0006 -0.0058 0.0083 0.36
H -0.2518 1.8111 0.8074 0.0070 0.0463 0.0034 0.14
H 2.1862 3.1916 -0.5465 0.0259 -0.0100 0.0111 0.66
H 1.2262 1.8943 -1.2612 -0.0432 0.0066 0.0399 0.04
H 2.9798 1.7201 -1.1096 0.0104 0.0364 0.0057 0.27
H 3.2026 2.8814 1.7308 0.0289 -0.0012 0.0104 0.51
H 4.0250 1.4089 1.2330 -0.0308 0.0197 -0.0204 0.36
H 2.9593 1.4001 2.6567 -0.0110 -0.0131 -0.0327 0.39
```
Positions in Å, forces in eV/Å.

(2)
Below is C2H7NO in the gas phase, with properties calculated with ωB97M-V with the def2-TZVPD basis set.

Summary:
**Energy above the lowest of the compared OMol25 structures with the same formula, charge and spin**: 15.8 kcal/mol
**Gap between HOMO and LUMO**: 10.31 eV
**SMILES**: CNCO

```
11
Properties=species:S:1:pos:R:3:forces:R:3:nbo_charge:R:1
O -0.1997 -1.0195 1.7124 -0.2699 -0.0011 -0.2689 -0.73
H -1.0985 -1.2410 1.4119 0.4346 0.0605 0.1780 0.47
C 0.2903 -0.0856 -1.3454 -0.0374 0.9687 -0.0642 -0.41
C 0.1057 0.2089 1.0488 -0.2653 -0.1864 0.3705 0.09
N -0.5440 0.2872 -0.2178 -0.2688 -0.2954 0.0691 -0.66
H -0.2893 -0.2253 -2.2521 -0.1846 -0.0803 -0.0344 0.20
H 0.7910 -1.0057 -1.1065 0.2323 -0.4333 0.0212 0.20
H 1.0398 0.6961 -1.5488 0.0781 -0.2590 -0.0892 0.17
H 1.1822 0.2387 0.9389 0.4136 -0.1097 0.0170 0.15
H -0.1690 1.0378 1.7009 -0.2467 0.1842 -0.0714 0.15
H -1.1084 1.1084 -0.3423 0.1139 0.1517 -0.1277 0.37
```
Positions in Å, forces in eV/Å.

(3)
Below is 3 unconnected molecules or ions with the total composition C2HClF2O2 at a distorted geometry, with properties calculated with ωB97M-V with the def2-TZVPD basis set.

Summary:
**Energy above the lowest of the compared OMol25 structures with the same formula, charge and spin**: 97.6 kcal/mol
**Gap between HOMO and LUMO (spin up / spin down)**: 10.27 / 7.19 eV

```
8
Properties=species:S:1:pos:R:3:forces:R:3:nbo_charge:R:1
C 0.2098 1.8134 -0.9654 -0.8259 1.5478 -0.8841 1.00
C -0.7218 -0.1204 0.1862 -5.9716 0.9011 -0.3332 0.18
O 1.2083 1.2993 -1.1576 2.3591 -1.4118 -0.1559 -0.51
O -0.7667 2.3992 -0.8473 -1.1495 0.7982 0.4167 -0.48
F -1.1944 0.6843 1.1225 0.2252 0.0408 -0.0114 -0.28
F -1.9677 0.5023 -2.7105 0.1817 -0.4178 0.6329 -0.52
Cl -1.8169 -0.6852 -0.8756 0.7743 0.6190 -0.2677 0.44
H 0.1188 -0.5639 0.4225 4.4067 -2.0772 0.6026 0.18
```
Positions in Å, forces in eV/Å.

(4)
Below is 8 unconnected molecules or ions with the total composition C3H22N2O7 at a distorted geometry, with properties calculated with ωB97M-V with the def2-TZVPD basis set.

Summary:
**Energy above the lowest of the compared OMol25 structures with the same formula, charge and spin**: 47.1 kcal/mol
**Gap between HOMO and LUMO**: 9.57 eV
**SMILES**: CC/N=C\N.O.O.O.O.O.O.O

```
34
Properties=species:S:1:pos:R:3:forces:R:3:nbo_charge:R:1
C -1.1249 -3.0389 0.8730 -1.2642 -0.0193 -0.0394 -0.65
C -0.5437 -2.2671 -0.3078 0.7322 1.4774 1.4478 -0.26
N -2.7960 -0.5958 1.0019 -0.6889 -0.0032 -0.4289 -0.86
C -1.6884 -0.1478 0.2773 0.9251 1.0419 0.9494 0.28
N -0.7222 -0.7887 -0.2083 0.9857 -0.4179 -0.4202 -0.51
H -0.5507 -3.9281 0.9992 0.1454 -1.0170 -0.1011 0.22
H -2.2062 -3.3192 0.7453 0.9308 0.1653 0.3977 0.18
H -0.9188 -2.5085 1.8337 -0.4517 -0.0122 -0.8193 0.25
H -0.7583 -2.4494 -1.3506 -0.5994 -0.9323 -0.0714 0.21
H 0.5280 -2.5202 -0.1603 -0.2943 0.9240 -0.5734 0.22
H -3.6667 -0.1605 0.7031 0.2753 0.1476 0.3477 0.38
H -2.9180 -1.5962 0.9990 0.0490 -0.0650 -0.0837 0.39
H -1.5104 0.9751 0.3916 -0.6214 -1.3176 -0.4446 0.16
H 3.6105 -0.1919 0.1168 -0.0711 0.3418 -0.3081 0.48
H 3.0536 1.1129 -0.5188 0.3709 -0.3202 -0.3498 0.51
O 3.3677 0.7238 0.3124 0.4215 0.2522 -0.0275 -0.98
H 1.0132 -0.4249 0.9197 0.0653 0.3297 -0.1682 0.49
H 2.4192 -0.2244 1.6069 -1.0811 -0.1449 -0.2717 0.48
O 1.6081 -0.7666 1.5941 0.4709 -0.6861 0.8812 -0.99
H -1.7278 2.6624 -1.1553 0.1295 -0.0045 0.0393 0.48
H -2.4054 2.9974 -2.4742 0.0391 0.0467 -0.1019 0.48
O -1.5722 2.6892 -2.1049 -0.1939 0.0746 0.1397 -0.95
H 1.4118 1.8722 0.6189 -0.2944 0.1123 0.4683 0.47
H 1.7570 2.1370 2.0553 -0.0742 -0.0106 0.0912 0.48
O 1.0159 2.2025 1.4441 0.1417 0.0791 -0.5459 -0.95
H -0.5069 -0.1248 3.8696 -0.0698 -0.0255 -0.3926 0.48
H -1.8191 -0.6853 3.2241 0.1984 0.3265 -0.1633 0.48
O -1.2560 -0.7118 4.0045 -0.1623 -0.2862 0.4176 -0.96
H 2.6397 2.1295 -2.9724 -0.1767 -0.1440 -0.1600 0.49
H 2.5440 0.6205 -3.1028 -0.2487 0.1524 -0.0581 0.49
O 3.0102 1.3127 -2.6296 0.7118 -0.0289 0.5835 -0.97
H -0.0130 0.9302 -3.8121 -0.3817 0.6307 0.5782 0.49
H 0.1874 2.3731 -3.0949 -0.8779 -0.6497 0.0858 0.51
O 0.5381 1.7114 -3.6984 0.9589 -0.0175 -0.8983 -1.00
```
Positions in Å, forces in eV/Å.